1.
15
Properties=species:S:1:pos:R:3:mulliken_charge:R:1 method="wB97M-V/def2-TZVPD" homo_lumo_gap_ev="6.841 / 6.837" e_homo_ha="-0.49472 / -0.49457" charge=+1
Y 1.95299 -1.89454 0.33589 1.899
F 2.45259 -0.74009 -2.06526 -0.412
N -0.34255 1.28602 0.33255 -0.458
S 1.17858 0.96269 0.83212 1.159
O 1.71298 2.15917 1.46885 -0.472
O 1.18542 -0.26331 1.71347 -0.625
C 1.97778 0.21338 -0.71412 0.021
F 3.03883 1.05233 -0.87392 -0.208
S -1.03052 0.23172 -0.60001 1.194
O 0.02127 -0.86620 -0.89851 -0.637
O -1.68300 0.78285 -1.76938 -0.529
C -2.37760 -0.59711 0.38797 0.666
F -1.86404 -1.44063 1.25348 -0.222
F -3.03733 0.34260 1.03466 -0.199
F -3.18540 -1.22889 -0.43778 -0.178

=====

2.
14
Properties=species:S:1:pos:R:3:mulliken_charge:R:1 method="wB97M-V/def2-TZVPD" e_above_lowest_kj_mol=136.1 homo_lumo_gap_ev=7.202 e_homo_ha=-0.11658 charge=-1
C 0.68851 1.73349 1.62941 -0.706
S -0.64468 1.32151 0.41897 -0.482
H 1.59931 1.91501 0.98163 0.184
H 0.41904 2.65410 2.22930 0.248
H 0.93273 0.93110 2.34501 0.215
O 1.46721 -0.75752 0.64152 -0.697
C 0.68108 -0.46933 -0.28942 -0.139
C -0.45982 -1.46683 -0.68531 -0.280
N -1.18009 -0.83537 -1.83511 -0.675
H 1.06124 0.12314 -1.16855 0.395
H -0.04386 -2.45450 -0.98330 0.313
H -1.11741 -1.60177 0.18861 0.206
H -2.03538 -1.22080 -1.95778 0.206
H -1.36788 0.12778 -1.51495 0.211

=====

3.
32
Properties=species:S:1:pos:R:3:mulliken_charge:R:1 method="wB97M-V/def2-TZVPD" e_above_lowest_kj_mol=19.0 homo_lumo_gap_ev=7.334 e_homo_ha=-0.28943 smiles="S=C1N=C(c2ccccc2)NCN1c1ccc(Br)cc1"
S -2.44379 1.81535 0.91116 -0.290
C -1.08699 0.94030 0.46280 -0.046
N -0.49154 0.23609 1.52003 -0.480
C 0.51165 -0.54024 1.24492 0.500
C 1.15082 -1.37857 2.26882 0.548
C 0.52123 -1.70604 3.47279 -0.308
C 1.16737 -2.46827 4.45503 -0.482
C 2.47171 -2.95570 4.25483 -0.398
C 3.14768 -2.58249 3.10359 -0.543
C 2.51469 -1.79915 2.10136 -0.507
N 0.97376 -0.66463 -0.02550 -0.135
C 0.06301 -0.47258 -1.11319 -0.839
N -0.72397 0.72766 -0.89673 0.171
C -1.18123 1.48308 -1.99597 0.133
C -1.28775 2.87180 -1.93867 -0.226
C -1.83255 3.61267 -2.98718 -0.610
C -2.24712 2.95139 -4.12705 0.199
Br -2.97335 3.96530 -5.53479 -0.189
C -2.07939 1.56355 -4.25683 -0.714
C -1.54508 0.83559 -3.19432 -0.173
H -0.51679 -1.39450 3.62329 0.434
H 0.68059 -2.85558 5.37267 0.317
H 2.95112 -3.64005 4.95285 0.377
H 4.17885 -2.91843 2.94524 0.346
H 3.14519 -1.57809 1.21980 0.241
H 1.78908 -1.25666 -0.12327 0.214
H 0.61763 -0.44705 -2.06176 0.473
H -0.66197 -1.27074 -1.18529 0.388
H -0.98621 3.40872 -1.06319 0.471
H -1.93567 4.69974 -2.97688 0.378
H -2.45523 1.06135 -5.14073 0.375
H -1.43575 -0.24382 -3.28785 0.375

=====

4.
15
Properties=species:S:1:pos:R:3:mulliken_charge:R:1 method="wB97M-V/def2-TZVPD" e_above_lowest_kj_mol=539.7 homo_lumo_gap_ev=9.990 e_homo_ha=-0.33189 smiles="C=NN1C[C@@H]1CS"
C 0.97816 -0.17199 2.31436 -0.299
N 0.18015 -0.62214 1.50261 -0.466
N 0.51956 -0.51223 0.22297 -0.042
C -0.36889 -1.56350 -0.45379 -0.386
C -0.64025 -0.03982 -0.40616 -0.002
C -0.75481 1.23438 -1.32905 -0.629
S 0.61718 1.27194 -2.66381 -0.265
H 0.66334 -0.21285 3.49422 0.215
H 2.15295 0.04059 2.09423 0.263
H -1.07602 -2.08912 0.40151 0.275
H -0.08330 -2.05092 -1.35124 0.328
H -1.46145 0.29736 0.39162 0.247
H -1.71737 1.25165 -1.98005 0.342
H -0.61404 2.07964 -0.53017 0.276
H 1.60479 1.08702 -1.70726 0.142

=====

5.
36
Properties=species:S:1:pos:R:3:mulliken_charge:R:1 method="wB97M-V/def2-TZVPD" homo_lumo_gap_ev="5.375 / 5.335" multiplicity=2 e_homo_ha="-0.36271 / -0.36154"
Rh -0.35838 0.87835 -1.84024 0.406
S -1.92109 1.41390 -0.03200 -0.016
C -0.80255 1.85539 1.19900 0.854
C -1.35881 2.11431 2.45878 -0.788
C -0.57336 2.46991 3.53903 0.401
C -1.16393 2.75627 4.79328 -0.320
N -1.63834 3.01033 5.80400 -0.439
C 0.83043 2.56855 3.37746 0.443
C 1.39683 2.31582 2.14022 -0.774
C 0.60966 1.97497 1.03239 0.828
S 1.44881 1.76233 -0.45879 -0.021
C 1.63680 2.94601 4.47603 -0.322
N 2.29038 3.26964 5.35789 -0.438
H -2.42671 2.02605 2.58322 0.531
H 2.46734 2.39120 2.01864 0.535
Br 0.36703 -5.67080 2.35886 -0.182
C 0.54829 -4.93978 0.61199 0.015
C 0.95553 -5.76209 -0.42933 -0.393
C 1.05972 -5.23421 -1.70393 -0.555
C 0.77336 -3.90063 -1.93342 -0.553
C 0.37918 -3.08516 -0.87510 0.266
C 0.25736 -3.60232 0.40900 -0.391
C 0.10212 -1.65412 -1.13614 1.496
O 0.00754 -0.83046 -0.19296 -0.537
O -0.03682 -1.25348 -2.31985 -0.938
H 1.18262 -6.79937 -0.24511 0.417
H 1.35857 -5.87356 -2.51782 0.407
H 0.84598 -3.47198 -2.92035 0.400
H -0.06491 -2.97163 1.22307 0.466
F -2.15458 1.67826 -3.27988 -0.514
As -1.19705 3.10552 -3.90662 2.044
F 0.23875 1.95483 -3.90158 -0.529
F -0.73488 3.35677 -2.14495 -0.448
F -0.17110 4.40109 -4.37108 -0.447
F -2.56220 4.12743 -3.65903 -0.455
F -1.59161 2.67263 -5.51469 -0.450

=====

6.
96
Properties=species:S:1:pos:R:3:mulliken_charge:R:1 method="wB97M-V/def2-TZVPD" e_above_lowest_kj_mol=28.6 homo_lumo_gap_ev=10.188 e_homo_ha=-0.36067 smiles="O=S1(=O)CCCC1.O=S1(=O)CCCC1.O=S1(=O)CCCC1.O=S1(=O)CCCC1.CCO.CCO.CCO.CCO"
O -1.87223 -4.06846 4.30371 -0.636
S -0.63451 -3.81208 4.98035 1.087
O -0.58885 -3.56128 6.40900 -0.673
C 0.71864 -5.03985 4.59924 -0.691
C 1.92273 -4.09400 4.21276 -0.618
C 1.56870 -2.61062 4.41047 -0.579
C 0.13690 -2.49491 4.11253 -0.007
H 0.37139 -5.68181 3.77000 0.372
H 0.90763 -5.56089 5.56651 0.382
H 2.81719 -4.44581 4.79615 0.393
H 2.17814 -4.21528 3.20873 0.208
H 2.19297 -1.97596 3.74708 0.140
H 1.70949 -2.29788 5.44282 0.398
H -0.10277 -2.78408 3.08079 -0.222
H -0.29989 -1.53077 4.35082 0.526
O 3.31734 -1.60204 0.93435 -0.508
S 4.29043 -1.44363 -0.11381 0.903
O 5.65311 -1.16143 0.25582 -0.716
C 4.13076 -2.71027 -1.40185 -0.776
C 3.50290 -1.91991 -2.61581 -0.698
C 2.71389 -0.69368 -2.13022 -0.204
C 3.75839 -0.02495 -1.17608 -0.653
H 3.42442 -3.44195 -1.01819 0.372
H 5.06731 -3.11730 -1.64523 0.451
H 4.35526 -1.45020 -3.20594 0.367
H 2.94780 -2.59211 -3.32380 0.305
H 1.83742 -1.00296 -1.50449 -0.177
H 2.37715 -0.00581 -2.86301 0.678
H 3.34622 0.69283 -0.42892 0.078
H 4.60702 0.27956 -1.72782 0.481
O -3.77635 -2.53770 -1.58308 -0.733
S -3.52692 -1.54150 -0.63037 1.020
O -2.56123 -0.43314 -0.86961 -0.318
C -5.10695 -0.82490 -0.16001 -0.528
C -5.14444 -0.95412 1.33382 -0.746
C -4.47829 -2.28531 1.83220 -0.704
C -3.14633 -2.43271 0.98804 -0.199
H -5.78274 -1.58410 -0.59140 0.417
H -5.21926 0.21863 -0.48258 0.005
H -4.57914 -0.10447 1.69788 0.284
H -6.15067 -0.99247 1.73356 0.443
H -5.12076 -3.17774 1.72901 0.306
H -4.17984 -2.24254 2.88112 0.347
H -3.03047 -3.47753 0.76627 0.468
H -2.36284 -1.86257 1.44708 -0.219
O 2.42189 4.33816 -1.17632 -0.677
S 1.49488 5.37076 -1.64230 1.136
O 2.00899 6.70851 -1.86083 -0.721
C 0.65479 4.79604 -3.09270 -0.895
C -0.54079 4.03481 -2.50054 0.239
C -1.04668 4.88320 -1.35433 -0.847
C 0.09096 5.34625 -0.49954 -0.558
H 1.34787 4.15790 -3.59537 0.493
H 0.39437 5.66633 -3.71330 0.351
H -1.31187 3.79166 -3.19716 0.254
H -0.05514 3.14561 -2.13334 -0.247
H -1.72170 4.30459 -0.68564 0.334
H -1.62634 5.72000 -1.62533 0.382
H 0.27784 4.78113 0.31592 0.294
H 0.06311 6.37439 -0.11241 0.388
C -0.54230 -2.26139 -3.37284 -0.795
C -0.62796 -3.25674 -2.17003 0.557
O 0.52111 -4.17951 -2.14915 -0.541
H -1.47898 -1.66312 -3.38733 0.095
H -0.45939 -2.81055 -4.28151 0.527
H 0.30294 -1.64040 -3.34643 0.098
H -1.56891 -3.84133 -2.21661 0.398
H -0.52578 -2.75640 -1.20102 -0.582
H 0.42071 -4.64235 -3.02656 0.306
C 4.49048 2.62649 2.52537 -0.991
C 3.52852 3.87297 2.50483 -0.274
O 2.39255 3.76629 1.69175 -0.349
H 5.04767 2.55473 1.61984 0.307
H 3.97604 1.65841 2.67610 0.111
H 5.18986 2.70987 3.35183 0.435
H 4.14128 4.74972 2.20492 0.301
H 3.24241 3.94287 3.57557 0.308
H 2.72890 3.94902 0.77629 0.205
C -4.88867 2.46128 -2.99745 -0.313
C -3.75705 2.12144 -3.97523 -0.552
O -2.46914 1.81162 -3.37562 -0.362
H -4.83890 3.44587 -2.60814 0.313
H -4.94114 1.68181 -2.26494 -0.359
H -5.80195 2.39458 -3.60337 0.392
H -3.69776 2.97252 -4.59897 0.394
H -4.06372 1.21834 -4.45567 0.459
H -2.70640 0.98216 -2.93065 0.146
C 0.11528 1.17770 0.14550 -0.153
C 0.11455 0.13237 1.28934 -0.351
O 0.14633 -1.29460 0.87988 -0.186
H -0.66867 0.93321 -0.61407 -0.112
H 1.07856 1.26868 -0.36850 -0.116
H -0.07400 2.16776 0.55982 0.374
H -0.90657 0.17180 1.83275 0.141
H 0.89101 0.37953 2.04759 0.416
H 1.04817 -1.62427 1.01801 -0.007